Molecular formula: C4H9NO
Method: DFT, wB97M-V/def2-TZVPD

Summary:
**Lowest unoccupied orbital energy**: 0.91 eV
**SMILES**: CC(C)NC=O
**HOMO energy**: -9.73 eV
**Calculated total energy**: -7831.922 eV
**Net charge**: 0
**Orbital gap**: 10.64 eV

The geometry in XYZ format:
```
15
Properties=species:S:1:pos:R:3:forces:R:3
C -1.425110 0.132775 0.945792 -0.046 0.024 0.015
C -0.219774 -0.329247 0.139958 -0.081 -0.119 0.044
C -0.541100 -0.491771 -1.347149 -0.006 -0.002 -0.041
N 0.862552 0.632117 0.309006 0.127 -0.043 0.035
C 2.168926 0.276590 0.249336 0.037 -0.083 0.058
O 2.579757 -0.866025 0.267208 -0.077 0.204 -0.240
H -2.264943 -0.557263 0.821283 0.130 0.088 0.027
H -1.753113 1.121935 0.599290 0.009 -0.131 0.068
H -1.177677 0.199597 2.010016 -0.073 -0.009 -0.142
H 0.150064 -1.282547 0.529893 -0.060 0.120 -0.027
H 0.361876 -0.769855 -1.900925 -0.161 0.017 0.094
H -0.920452 0.452597 -1.756592 0.047 -0.132 0.046
H -1.300403 -1.265626 -1.508253 0.126 0.114 0.061
H 0.639667 1.597715 0.488446 0.002 0.002 -0.239
H 2.839736 1.149015 0.152694 0.027 -0.049 0.242
```
Positions in Å, forces in eV/Å.

These are the natural (NBO) partial charges, in e, on atoms 1 to 4: number 1, C, carries -0.61; number 2, C, carries -0.06; number 3, C, carries -0.61; number 4, N, carries -0.62

=====

Molecular formula: H72O36
Method: DFT, wB97M-V/def2-TZVPD

Summary:
**Lowest unoccupied orbital energy**: -1.79 eV
**HOMO energy**: -9.23 eV
**Calculated total energy**: -74880.752 eV
**Net charge**: 0
**Orbital gap**: 7.44 eV

The geometry in XYZ format:
```
108
Properties=species:S:1:pos:R:3:forces:R:3
O 2.798000 -0.454352 1.590010 -0.857 -0.117 0.550
H 3.443850 0.250948 1.549330 0.486 0.527 -0.266
H 2.895490 -0.917322 0.757910 0.178 -0.044 -0.563
O -5.984250 -0.750152 0.180040 0.078 0.212 -0.021
H -5.323750 -1.142972 0.750720 0.227 -0.013 0.144
H -6.710310 -1.373852 0.188540 -0.287 -0.052 -0.090
O 1.889880 -1.677722 -2.277490 0.349 0.195 -0.368
H 1.178560 -1.768572 -1.643450 -0.392 0.162 0.449
H 1.984390 -2.550582 -2.658830 0.283 -0.256 -0.120
O 2.872790 2.992458 0.460660 0.239 -0.072 -0.427
H 2.359280 2.219678 0.695930 -0.323 -0.283 0.139
H 2.849740 3.543268 1.243170 -0.091 0.076 0.417
O -0.139840 -2.967522 -1.062810 -0.057 -0.333 -0.146
H -0.447600 -3.152442 -0.175500 0.018 0.141 0.686
H 0.088460 -3.825212 -1.421260 0.137 -0.360 -0.254
O -3.280540 4.484518 1.123640 0.255 0.770 1.450
H -2.723070 3.740308 1.350790 0.115 -0.100 -0.287
H -3.719970 4.217598 0.316250 -0.030 -0.395 -0.626
O 0.280330 -1.709752 1.859870 -0.514 -0.097 -0.253
H 0.249490 -2.665852 1.893810 0.038 -0.253 -0.375
H 1.202280 -1.494242 2.000540 0.676 0.342 0.175
O -0.474550 1.203648 -5.243630 -0.601 0.146 -0.081
H -0.430740 1.905388 -4.594110 -0.233 0.518 0.116
H 0.212000 0.590478 -4.981140 0.272 -0.194 -0.177
O 1.267760 -0.759322 -4.795010 0.139 -0.491 -0.351
H 1.334250 -0.987882 -3.867880 0.149 -0.091 0.778
H 0.922260 -1.548332 -5.212520 -0.154 -0.089 -0.404
O 3.873570 -0.146412 -0.982940 -0.237 0.363 0.080
H 3.368000 -0.131682 -1.795600 -0.114 0.144 -0.400
H 3.946260 -1.075002 -0.762320 0.169 -0.860 -0.287
O -4.313790 -0.516332 4.102310 -0.286 -0.314 0.186
H -3.650640 -0.055882 3.588060 0.160 0.414 -0.190
H -4.452470 -1.339202 3.633400 -0.095 -0.173 0.035
O -3.857320 -0.337702 -4.162980 0.017 0.385 -0.180
H -3.005920 -0.677052 -3.886930 0.150 -0.006 -0.150
H -4.486350 -0.992462 -3.859940 -0.216 -0.287 -0.050
O -4.111380 3.373718 -1.080030 -0.408 0.227 -0.326
H -5.063300 3.274158 -1.092560 -0.297 -0.029 -0.128
H -3.775590 2.487368 -1.213680 0.314 -0.407 -0.212
O -2.485950 -1.854552 -1.668720 -0.388 0.356 -0.343
H -1.740280 -2.454132 -1.642000 0.616 -0.048 0.254
H -2.986700 -2.059002 -0.878980 -0.156 0.106 0.492
O -0.182690 -4.499902 1.822510 -0.199 0.131 -0.212
H -0.257630 -4.375552 2.768640 -0.016 -0.196 0.448
H -0.798130 -5.205552 1.623710 -0.249 -0.268 -0.069
O -0.600860 -1.343702 4.393550 -0.465 -0.233 0.974
H -0.563080 -1.972822 3.673120 -0.095 0.458 -0.372
H -0.113980 -0.583872 4.074410 0.466 0.038 -0.221
O 2.248470 -3.336662 3.513640 -0.258 -0.205 -0.415
H 1.485340 -3.103742 4.042430 -0.162 0.410 0.405
H 2.952340 -3.461802 4.150140 0.301 0.002 0.171
O 2.462040 -4.741172 1.050440 0.560 -0.063 -0.769
H 1.714850 -4.909352 0.476290 -0.110 -0.167 0.024
H 2.079590 -4.339592 1.830630 0.025 0.183 0.563
O -2.265910 1.465978 0.758090 -0.443 -0.578 -0.566
H -2.534690 1.396528 1.674150 -0.062 -0.179 0.280
H -1.430020 1.931408 0.787870 0.650 0.570 0.178
O -2.386020 1.422628 3.447210 0.157 0.053 0.152
H -2.615050 2.278248 3.810100 -0.319 0.396 0.035
H -1.985480 0.951478 4.177840 0.208 -0.385 0.245
O 2.796220 3.327868 3.403370 -0.336 0.094 -0.177
H 3.062310 2.644038 4.018030 0.150 -0.107 -0.040
H 3.499360 3.975928 3.446230 0.272 0.262 0.133
O 5.458060 1.374208 0.401510 0.713 0.217 1.088
H 5.110950 0.629678 -0.089840 -0.155 0.047 -0.623
H 4.767430 2.035358 0.355090 -0.260 0.254 -0.209
O 1.767260 0.532978 5.090140 -0.202 -0.174 -0.209
H 2.575970 1.032518 4.977570 0.325 -0.238 0.063
H 1.147830 1.160038 5.463420 -0.181 0.199 0.229
O 3.525260 4.656928 -1.735110 -0.002 0.259 -0.454
H 3.066590 4.168218 -1.051730 -0.173 0.016 0.332
H 4.326310 4.966408 -1.312290 0.251 0.023 -0.003
O 4.166720 -2.732522 -0.129390 0.223 0.523 -0.235
H 3.528070 -3.421072 0.055680 -0.444 -0.616 0.326
H 4.711060 -2.692452 0.656940 0.281 -0.075 0.185
O -4.051160 -3.087322 0.715040 0.360 0.119 -0.069
H -4.498830 -3.330172 1.525500 -0.094 -0.084 0.305
H -4.428900 -3.663302 0.050360 -0.199 -0.208 -0.227
O 0.294460 0.298788 -0.352670 0.469 -0.007 -0.477
H 0.620220 0.157458 0.536230 0.110 -0.105 0.324
H -0.593820 -0.057702 -0.342240 -0.356 -0.027 0.106
O -0.749400 3.307308 -2.810310 0.032 1.074 -0.323
H -1.225720 2.547348 -2.475920 -0.552 -0.517 0.168
H 0.172710 3.057118 -2.752380 0.523 -0.152 0.085
O -5.417420 -2.003262 -2.511530 -0.259 -0.321 -0.121
H -5.672010 -2.843632 -2.130490 -0.200 -0.186 -0.111
H -4.730070 -1.675252 -1.931710 0.091 0.434 0.132
O 0.566870 5.407018 -0.985980 0.215 -0.017 0.670
H 1.043440 5.891318 -1.660200 0.290 0.044 -0.142
H -0.059250 4.871088 -1.472800 -0.605 -0.377 -0.458
O -2.557210 -3.585392 -4.132410 0.326 -0.230 -0.285
H -2.220440 -3.088692 -3.386690 -0.262 0.336 0.087
H -2.932750 -4.375752 -3.744420 -0.186 -0.191 -0.006
O 1.645400 2.069918 -2.239790 0.203 0.027 -0.254
H 1.205450 1.375498 -1.749420 -0.440 -0.429 0.377
H 2.220230 2.488868 -1.599250 0.321 0.228 0.048
O 4.484770 -0.750692 3.658680 0.348 0.076 0.719
H 3.770060 -0.833682 3.027390 -0.464 -0.209 -0.290
H 5.063970 -1.487392 3.463670 0.288 -0.025 0.030
O 2.811510 1.510878 -4.773060 0.620 0.216 -0.264
H 2.506170 0.605318 -4.718690 -0.070 -0.115 -0.278
H 2.329110 1.968548 -4.084540 -0.049 0.138 0.270
O -0.222940 3.211498 1.210100 0.142 -0.428 0.293
H -0.096680 3.608188 2.072040 -0.032 0.148 0.243
H 0.364460 3.699468 0.632970 0.121 0.481 -0.624
O -2.178180 1.154498 -1.894420 0.058 0.139 -0.447
H -1.939320 0.263878 -2.151280 -0.236 -0.250 -0.324
H -2.095530 1.159568 -0.940810 -0.290 0.050 0.703
```
Positions in Å, forces in eV/Å.

These are the Löwdin partial charges, in e, on atoms 1 to 4: number 1, O, carries -0.04; number 2, H, carries 0.04; number 3, H, carries 0.03; number 4, O, carries -0.03

=====

Molecular formula: CHN2O3
Method: DFT, wB97M-V/def2-TZVPD

Summary:
**Lowest unoccupied orbital energy**: 4.32 eV
**SMILES**: O=C([O-])n1[nH]o1
**HOMO energy**: -3.76 eV
**Calculated total energy**: -10171.306 eV
**Net charge**: -1
**Orbital gap**: 8.08 eV

The geometry in XYZ format:
```
7
Properties=species:S:1:pos:R:3:forces:R:3
O 0.183839 -0.936411 1.945846 0.423 6.032 -3.692
C 0.208153 0.338509 1.111593 0.135 -6.969 4.402
O 0.429748 1.474252 1.455882 -0.198 -0.237 -1.106
N -0.396321 -0.118888 -0.143491 -1.678 1.158 0.408
N 0.080290 0.136617 -1.434294 3.793 1.668 1.344
O 0.150475 -1.163189 -0.888595 0.020 -1.158 -0.029
H -0.656183 0.269109 -2.046941 -2.496 -0.494 -1.328
```
Positions in Å, forces in eV/Å.

These are the natural (NBO) partial charges, in e, on atoms 1 to 4: number 1, O, carries -0.89; number 2, C, carries 0.83; number 3, O, carries -0.66; number 4, N, carries -0.10

=====

Molecular formula: C3H6N2O2
Method: DFT, wB97M-V/def2-TZVPD

Summary:
**Lowest unoccupied orbital energy**: 0.56 eV
**HOMO energy**: -7.57 eV
**Calculated total energy**: -10279.105 eV
**Net charge**: 0
**Orbital gap**: 8.13 eV

The geometry in XYZ format:
```
13
Properties=species:S:1:pos:R:3:forces:R:3
C 2.259978 -0.269450 -0.194769 -2.271 -1.328 -0.816
N 0.382132 -0.523611 -0.372408 6.993 0.379 0.619
C -1.953908 -0.022082 0.015897 1.106 1.621 0.634
C 0.023148 0.517121 0.289406 -5.718 -0.085 0.403
O -2.406522 -1.279450 -0.172617 -0.071 -0.300 -0.052
N 0.150258 1.588100 0.853335 1.660 0.112 -1.191
O -2.657021 0.950491 -0.018366 -0.574 -0.235 -0.081
H -3.372887 -1.246940 -0.319040 0.178 0.120 0.010
H 0.167440 -1.427458 0.025584 -0.547 -0.017 -0.118
H -0.201232 2.461245 0.468626 -0.454 -0.387 0.665
H 2.555480 -0.258045 0.850361 -0.395 0.042 -0.009
H 2.606199 -1.155261 -0.716463 0.230 0.196 -0.049
H 2.446934 0.665340 -0.709546 -0.136 -0.119 -0.015
```
Positions in Å, forces in eV/Å.

These are the natural (NBO) partial charges, in e, on atoms 1 to 4: number 1, C, carries -0.45; number 2, N, carries -0.59; number 3, C, carries 0.57; number 4, C, carries 0.62